No. 1
ORCA calculation (ωB97M-V with the def2-TZVPD basis set) on 2 unconnected molecules or ions with the total composition C3H8N2O3S.

* E: -852.3702 a.u.
* HOMO-LUMO gap (spin up / spin down): 8.882 / 8.143 eV
* E_HOMO (spin up / spin down): -10.08 / -8.69 eV

```
17
Properties=species:S:1:pos:R:3:forces:R:3:nbo_charge:R:1
C -1.549 0.167 0.090 -2.22 0.43 0.00 0.554
C 1.267 0.478 -1.551 -1.49 1.63 -1.17 -0.922
C -0.413 -0.688 0.373 1.20 0.03 -0.44 -0.169
N -1.439 1.460 0.482 1.89 1.02 1.77 -0.827
N -0.470 -2.037 0.055 2.13 2.59 -0.08 -0.708
O -2.565 -0.259 -0.451 0.34 -0.34 0.07 -0.609
O 2.231 -0.846 0.423 -1.29 0.44 -0.01 -0.947
O 1.308 1.386 0.885 -0.46 1.28 1.14 -0.931
S 1.193 0.158 0.192 1.87 -2.99 -1.40 2.147
H 0.587 -0.169 -2.066 -0.25 -0.82 -0.19 0.248
H 1.010 1.475 -1.969 -0.57 -0.11 1.34 0.260
H 2.214 0.430 -2.000 1.78 -1.00 0.18 0.263
H 0.306 -0.307 3.238 -0.05 -0.02 -0.10 -0.005
H -0.607 1.673 1.113 -1.75 -0.05 -1.28 0.422
H -2.242 2.081 0.558 0.26 -0.69 -0.32 0.414
H 0.408 -2.474 0.247 0.51 -0.50 0.02 0.407
H -1.240 -2.527 0.380 -1.91 -0.89 0.44 0.404
```
Positions in Å, forces in eV/Å.

---

No. 2
ORCA calculation (ωB97M-V with the def2-TZVPD basis set) on a molecular structure, C13H33Cl2IrOP.

* multiplicity: 5
* <S²>: 6.015
* E: -1956.2704 a.u.
* total charge: -1
* HOMO-LUMO gap (spin up / spin down): 3.150 / 7.490 eV
* E_HOMO (spin up / spin down): -0.05 / -4.74 eV

```
51
Properties=species:S:1:pos:R:3:forces:R:3:nbo_charge:R:1
Ir -0.874 -0.960 0.124 -1.06 2.46 1.31 0.642
Cl -1.207 -1.739 -2.017 -0.44 -0.97 -2.21 -0.571
Cl -0.611 1.256 1.062 -0.02 1.17 0.40 -0.565
H -0.644 -1.854 1.422 0.56 -0.84 1.32 -0.298
H -1.869 -2.280 0.177 -1.01 -0.83 0.10 -0.240
P 1.207 0.017 -0.698 1.74 1.04 -1.86 1.002
C 0.924 0.450 -2.535 0.00 -1.07 0.11 -0.564
C 2.698 1.225 -0.430 -0.82 -0.56 0.45 -0.495
C 2.057 -1.620 -0.682 0.24 0.35 -1.29 -0.601
C -0.236 1.442 -2.778 0.38 -0.34 0.01 -0.614
H 0.551 -0.554 -2.860 0.31 0.95 -0.06 0.265
C 2.134 0.803 -3.433 -0.50 -0.15 0.22 -0.623
H 2.504 1.832 -3.274 0.00 -0.49 -0.04 0.194
H 1.725 0.743 -4.451 0.39 0.10 0.00 0.205
H 2.946 0.062 -3.338 -0.24 0.50 -0.07 0.206
H -1.147 1.102 -2.266 0.22 0.15 -0.30 0.240
H -0.382 1.492 -3.872 -0.26 -0.05 0.37 0.193
H 0.000 2.457 -2.445 0.01 -0.08 0.11 0.192
H 1.314 -2.193 -1.259 0.29 -0.12 0.14 0.256
C 2.087 -2.179 0.715 0.64 -0.68 0.46 -0.640
C 3.420 -1.746 -1.394 -0.21 -0.39 0.09 -0.614
H 3.300 -1.864 -2.483 0.08 0.01 0.44 0.207
H 3.887 -2.654 -0.980 0.16 0.22 -0.38 0.203
H 4.093 -0.900 -1.213 -0.08 -0.23 0.04 0.195
H 1.114 -2.193 1.196 0.16 -0.05 -0.07 0.250
H 2.774 -1.667 1.379 0.16 0.28 0.08 0.192
H 2.465 -3.198 0.646 -0.03 -0.34 0.08 0.191
C 2.336 2.718 -0.526 0.14 -0.26 0.04 -0.620
H 3.393 0.952 -1.270 -0.48 0.39 0.87 0.209
C 3.331 0.920 0.934 0.39 0.12 -0.01 -0.629
H 1.957 2.963 -1.525 0.14 0.14 0.27 0.205
H 3.262 3.279 -0.312 -0.26 0.03 -0.30 0.191
H 1.595 3.042 0.219 0.09 -0.37 -0.20 0.231
H 2.618 0.815 1.770 0.00 0.05 -0.54 0.227
H 3.992 1.753 1.198 0.14 -0.13 0.07 0.193
H 3.930 0.004 0.883 -0.06 0.20 0.13 0.204
C -4.981 0.766 0.986 0.04 0.44 -0.25 -0.657
C -3.653 0.927 1.682 0.78 0.24 0.00 -0.078
O -2.884 -0.265 1.649 -1.38 -0.86 1.44 -0.555
C -3.542 -1.275 2.445 0.41 -0.78 -0.46 -0.083
C -3.843 -0.898 3.876 -0.34 0.53 0.79 -0.651
H -4.809 0.145 0.093 -0.37 -0.11 0.42 0.234
H -5.294 1.747 0.607 -0.22 -0.15 0.25 0.206
H -5.727 0.374 1.694 -0.01 -0.07 -0.63 0.195
H -3.010 1.669 1.219 -0.17 0.05 -0.25 0.220
H -3.752 1.247 2.724 -0.22 0.07 -0.04 0.157
H -4.477 -1.614 1.961 0.40 0.17 -0.03 0.166
H -2.882 -2.148 2.493 0.11 0.33 -0.54 0.211
H -4.862 -0.558 4.032 -0.29 0.16 -0.11 0.190
H -3.710 -1.724 4.566 0.04 -0.46 -0.13 0.211
H -3.215 -0.118 4.287 0.43 0.23 -0.20 0.218
```
Positions in Å, forces in eV/Å.

---

No. 3
ORCA calculation (ωB97M-V with the def2-TZVPD basis set) on a molecular structure, C10H27F3HfO14S2.

* E: -2593.6140 a.u.
* total charge: +2
* HOMO-LUMO gap: 1.954 eV
* E_HOMO: -14.06 eV

```
57
Properties=species:S:1:pos:R:3:forces:R:3:lowdin_charge:R:1
Hf 3.610 2.829 1.585 -6.25 -7.68 -4.21 2.260
C 3.675 -0.833 -1.804 0.73 -1.56 2.72 -0.612
F 3.680 -2.179 -1.939 0.06 1.75 -0.60 0.148
F 4.506 -0.209 -2.582 -0.34 -0.07 -0.62 0.204
F 2.435 -0.383 -1.871 0.09 0.25 -0.32 0.151
S 4.405 -0.702 0.036 3.16 -5.83 -1.43 0.591
O 5.859 -0.887 -0.117 -2.82 0.74 0.01 -0.254
O 4.173 0.637 0.629 -1.12 6.56 2.45 -0.477
O 3.700 -1.764 0.763 0.30 2.38 -0.56 -0.264
C 0.306 -0.036 1.274 -0.63 -0.92 0.73 -0.027
C 0.440 1.172 0.390 -0.69 0.21 0.60 -0.486
C -0.869 1.988 0.410 0.60 0.67 -0.57 -0.009
O 1.649 1.823 0.591 4.40 3.68 2.06 -0.216
H 0.241 0.141 2.347 0.15 0.83 0.14 0.081
H 1.043 -0.834 1.193 0.00 0.09 -0.63 0.091
H -0.706 -0.388 1.075 0.19 -0.64 -0.21 0.087
H 0.585 0.838 -0.637 -0.02 -0.35 -0.59 0.145
H -1.649 1.316 0.050 -0.20 0.04 0.53 0.110
H -0.926 2.806 -0.308 0.84 -0.34 -0.35 0.034
H -1.076 2.510 1.344 -0.14 -0.70 0.42 0.104
O -3.261 -1.370 -3.426 1.28 -0.57 -0.25 -0.250
S -2.103 -2.187 -3.199 1.96 -1.11 -0.55 0.671
O -2.211 -3.537 -2.680 -0.15 1.58 -0.12 -0.284
O -1.132 -2.309 -4.554 -1.31 0.95 0.87 -0.267
C -0.160 -3.360 -4.638 1.18 -1.07 0.73 -0.241
C 1.303 -2.979 -4.200 -1.12 0.18 -0.31 -0.067
C -0.874 -1.273 -2.183 -1.14 -0.33 0.11 -0.119
H -0.159 -3.728 -5.664 -0.17 0.32 0.02 0.126
H -0.471 -4.179 -3.990 -0.21 -0.06 -0.24 0.104
H 1.461 -3.135 -3.133 -0.19 0.31 0.09 0.047
H 1.472 -1.944 -4.498 0.25 0.08 0.16 0.073
H 2.066 -3.603 -4.666 -0.31 -0.07 -0.35 0.082
H -1.417 -1.070 -1.260 0.12 -0.11 0.21 0.047
H -0.589 -0.318 -2.623 -0.09 -0.24 -0.38 0.062
H -0.039 -1.954 -2.020 -0.11 0.17 -0.02 0.050
O -2.741 4.565 -0.589 0.33 0.27 -0.06 -0.030
H -2.040 3.924 -0.462 -0.28 0.03 -0.07 -0.042
H -3.438 4.278 0.001 -0.38 0.00 0.12 0.049
O -0.615 2.861 -3.086 -0.06 -0.32 0.34 -0.023
H 0.156 2.761 -3.645 0.15 -0.03 -0.41 0.041
H -0.308 3.383 -2.345 -0.04 0.30 0.01 -0.001
O 3.105 1.074 3.071 0.89 1.89 -0.65 -0.072
H 2.506 0.835 3.779 -0.77 0.30 0.58 0.123
H 3.745 0.363 3.048 0.64 -0.82 -0.37 0.095
O 2.323 4.696 0.677 1.62 -1.16 1.46 -0.058
H 1.963 4.923 -0.181 -0.11 -0.25 -0.95 0.113
H 1.983 5.369 1.266 -0.27 0.65 0.49 0.104
C -2.918 -0.591 4.209 -0.75 -1.51 1.01 -0.080
C -4.007 -1.666 4.395 -0.26 1.10 -3.49 -0.120
O -4.588 -1.301 5.614 -2.81 -2.32 -1.63 0.125
C -3.754 -0.675 6.341 0.84 0.40 5.37 -0.624
O -3.917 -0.465 7.541 0.74 0.19 -3.00 0.147
O -2.636 -0.483 5.651 2.43 2.39 -1.71 0.060
H -3.330 0.246 3.644 -0.23 0.86 1.12 0.119
H -2.057 -0.841 3.590 0.34 -0.65 0.81 0.106
H -3.653 -2.673 4.173 0.00 -0.28 1.34 0.140
H -4.746 -1.482 3.615 -0.33 -0.22 0.13 0.132
```
Positions in Å, forces in eV/Å.

---

No. 4
ORCA calculation (ωB97M-V with the def2-TZVPD basis set) on a single C3H8O molecule.

* SMILES string: CCCO
* E: -194.3289 a.u.
* HOMO-LUMO gap: 11.357 eV
* E_HOMO: -10.32 eV

```
12
Properties=species:S:1:pos:R:3:forces:R:3:nbo_charge:R:1
C 0.948 1.043 -0.092 -0.10 0.43 -0.30 -0.613
C 0.540 -0.417 -0.173 0.11 -0.03 -0.06 -0.423
C -0.793 -0.723 0.493 -0.01 0.07 0.35 -0.062
H 0.164 1.690 -0.494 -0.05 -0.11 0.11 0.216
H 1.159 1.382 0.918 -0.04 -0.10 0.23 0.203
H 1.833 1.253 -0.691 0.15 -0.14 0.00 0.207
H 0.485 -0.703 -1.233 -0.03 -0.06 0.15 0.189
H 1.304 -1.055 0.285 -0.05 0.02 -0.06 0.205
H -0.761 -0.474 1.570 0.06 -0.18 -0.42 0.175
H -1.003 -1.804 0.386 -0.08 0.38 0.14 0.161
H -2.015 -0.261 -0.935 -0.06 0.35 0.45 0.459
O -1.861 0.070 -0.032 0.10 -0.61 -0.58 -0.718
```
Positions in Å, forces in eV/Å.

---

The calculation returns the following energy above the lowest of the compared OMol25 structures with the same formula, charge and spin values, one per record and in order: 113.6; 0.0; 76.0; 4.4 kcal/mol.
The calculation returns the following largest force on an atom values, one per record and in order: 0.0738; 0.0580; 0.2092; 0.0164 Eh/bohr.